Molecular formula: C5H6F2N2
Method: DFT, ωB97M-V/def2-TZVPD

- calculated total energy (eV) = -13691.938
- largest force on an atom (eV/Å) = 4.22
- ΔE to the lowest compared entry with this formula, charge and spin (kJ/mol) = 522.9
- molecular weight (g mol⁻¹) = 132.11

```
15
Properties=species:S:1:pos:R:3:mulliken_charge:R:1
C 1.67 -1.23 0.20 -0.1773
C -1.68 -0.34 -0.16 0.3232
C 2.27 0.08 0.83 -0.0375
C 2.23 -0.10 -0.72 -0.0702
C -2.95 0.28 0.16 -0.8589
N 0.34 -1.54 0.33 -1.0092
N -0.58 -0.74 0.10 0.5471
F 1.30 1.01 1.29 -0.2814
F 1.60 0.84 -1.42 -0.2722
H 2.39 -1.99 0.22 0.4048
H 3.28 0.17 1.36 0.2967
H 3.13 -0.22 -1.23 0.3602
H -3.63 -0.50 0.53 0.2612
H -3.61 0.58 -0.69 0.2932
H -2.69 1.15 0.86 0.2202
```

=====

Molecular formula: C5H8N
Method: DFT, ωB97M-V/def2-TZVPD

- total charge = +1
- calculated total energy (eV) = -6794.691
- largest force on an atom (eV/Å) = 4.96
- ΔE to the lowest compared entry with this formula, charge and spin (kJ/mol) = 327.8
- molecular weight (g mol⁻¹) = 82.13

```
14
Properties=species:S:1:pos:R:3:mulliken_charge:R:1
C -1.94 0.59 0.47 0.0880
C -0.87 0.97 -0.46 -0.3295
C 0.20 0.03 -0.22 0.6388
C 0.40 -1.17 -0.97 -1.0861
C 1.24 0.19 1.17 -1.0581
N -2.80 0.30 1.15 -0.2245
H -1.28 0.89 -1.47 0.3069
H -0.62 2.01 -0.22 0.3284
H 0.83 -0.92 -1.95 0.3797
H -0.55 -1.65 -1.23 0.4068
H 1.07 -1.88 -0.48 0.3700
H 0.97 1.10 1.70 0.3518
H 2.24 0.25 0.76 0.4237
H 1.11 -0.70 1.76 0.4042
```

=====

Molecular formula: C47H41CaN4O4Sb
Method: DFT, ωB97M-V/def2-TZVPD

- total charge = +2
- calculated total energy (eV) = -88516.985
- largest force on an atom (eV/Å) = 1.96
- ΔE to the lowest compared entry with this formula, charge and spin (kJ/mol) = 119.8
- molecular weight (g mol⁻¹) = 887.71

```
98
Properties=species:S:1:pos:R:3:mulliken_charge:R:1
Ca 0.45 -1.12 0.89 2.0697
O -3.26 -7.85 2.64 -0.5785
N -3.00 -6.80 3.15 1.0391
O -3.37 -6.41 4.22 -0.5876
C -2.18 -5.87 2.35 -0.1747
C -2.14 -6.07 1.00 -0.7884
C -1.48 -5.15 0.15 0.9204
C -1.37 -5.37 -1.23 -0.5095
C -0.78 -4.40 -2.01 -1.5221
C -0.35 -3.23 -1.40 -0.0081
N -0.41 -3.01 -0.10 -0.2952
C -0.94 -3.96 0.69 -0.1768
C -0.90 -3.80 2.12 -0.0544
N -0.27 -2.72 2.62 -0.4063
C -0.10 -2.62 3.92 -0.3543
C -0.54 -3.59 4.82 -1.1249
C -1.25 -4.67 4.35 -0.5293
C -1.47 -4.79 2.96 0.6249
H -2.64 -6.94 0.58 0.5635
H -1.75 -6.29 -1.65 0.5160
H -0.66 -4.54 -3.08 0.5169
H 0.09 -2.44 -2.00 0.7752
H 0.43 -1.74 4.28 0.5954
H -0.34 -3.48 5.88 0.4692
H -1.64 -5.41 5.03 0.5803
C -2.18 3.35 0.29 -0.7709
O -2.40 2.44 1.34 0.0292
C -3.43 2.66 2.20 0.9515
C -4.37 3.68 2.11 -0.8761
C -5.41 3.75 3.03 -0.7469
C -5.53 2.82 4.05 -0.7997
C -4.61 1.80 4.15 -0.5424
C -3.55 1.73 3.25 0.0692
N -2.65 0.65 3.34 0.0290
C -1.34 0.64 3.12 0.5113
C -0.44 1.71 3.09 0.9413
C -0.71 2.99 3.64 -0.6421
C 0.27 3.94 3.70 -0.9338
C 1.56 3.66 3.22 -0.5992
C 1.87 2.44 2.70 -0.5677
C 0.89 1.42 2.58 0.2911
O 1.17 0.31 2.01 -1.2869
H -1.24 3.04 -0.17 -0.2557
H -2.06 4.37 0.67 0.6010
H -2.99 3.32 -0.45 0.4380
H -4.31 4.41 1.32 0.4767
H -6.15 4.53 2.92 0.4384
H -6.34 2.88 4.75 0.4224
H -4.69 1.06 4.92 0.4694
H -3.09 -0.24 3.55 0.4224
H -0.91 -0.35 3.01 -0.2087
H -1.68 3.18 4.05 0.5317
H 0.06 4.90 4.16 0.4846
H 2.32 4.43 3.26 0.4730
H 2.87 2.21 2.37 0.5675
C 0.75 3.45 -2.82 -1.1035
C 1.94 3.37 -1.92 1.0545
C 2.72 4.51 -1.70 -0.7632
C 3.82 4.49 -0.86 -0.8506
C 4.16 3.32 -0.20 -0.8075
C 3.41 2.18 -0.41 -1.2028
C 2.32 2.20 -1.27 1.0624
Sb 1.45 0.23 -1.47 0.4861
C 3.22 -0.82 -2.16 0.5526
C 3.45 -2.05 -1.55 -0.8844
C 4.53 -2.83 -1.91 -0.8508
C 5.41 -2.37 -2.87 -0.7789
C 5.20 -1.14 -3.46 -0.7459
C 4.10 -0.35 -3.13 1.3304
C 3.93 0.96 -3.83 -1.8100
C -0.06 0.19 -3.04 1.0747
C -1.27 0.71 -2.59 -0.2822
C -2.36 0.83 -3.44 -0.7540
C -2.26 0.37 -4.74 -0.8567
C -1.07 -0.20 -5.17 -0.7174
C 0.04 -0.30 -4.34 0.9662
C 1.29 -0.91 -4.90 -1.5306
H 0.84 4.30 -3.50 0.5333
H -0.16 3.58 -2.24 0.1421
H 0.65 2.55 -3.42 0.1149
H 2.46 5.42 -2.22 0.4700
H 4.41 5.38 -0.72 0.4621
H 5.02 3.29 0.45 0.5296
H 3.67 1.25 0.10 0.5841
H 2.76 -2.41 -0.77 0.2026
H 4.68 -3.80 -1.44 0.4709
H 6.25 -2.97 -3.17 0.4108
H 5.89 -0.78 -4.21 0.5116
H 4.07 0.83 -4.91 0.5781
H 4.69 1.67 -3.50 0.4974
H 2.95 1.39 -3.65 0.0470
H -1.36 1.05 -1.56 -0.0614
H -3.28 1.26 -3.08 0.4943
H -3.09 0.45 -5.42 0.4152
H -1.00 -0.57 -6.18 0.4980
H 1.03 -1.65 -5.66 0.5823
H 1.89 -1.39 -4.13 0.1074
H 1.90 -0.15 -5.38 0.3432
```